Below is C34H37CrNO7P2S as an isolated structure in a non-equilibrium geometry, with properties calculated with wB97M-V/def2-TZVPD.

charge = +1
relative energy (zero: lowest compared OMol25 entry of this formula, charge and spin) = 0.0000 eV
frontier orbital gap (alpha / beta) = 6.47 / 7.51 eV
2S+1 = 4
HOMO level (alpha / beta) = -10.70 / -10.70 eV
E_LUMO (alpha / beta) = -4.23 / -3.19 eV
E_tot = -109507.578 eV

XYZ file:
```
83
Properties=species:S:1:pos:R:3:mulliken_spin:R:1
Cr 0.044 1.632 -1.060 3.311
O 1.399 6.007 -1.805 0.000
C 2.066 5.223 -0.952 0.001
O 1.536 4.998 0.135 0.003
C 3.384 4.820 -1.484 -0.001
O 3.253 4.185 -2.760 -0.001
C 3.665 2.800 -2.927 0.000
C 2.418 1.947 -2.579 0.019
O 1.932 1.146 -3.417 0.016
O 1.851 2.251 -1.454 -0.024
H 0.666 6.458 -1.316 -0.001
H 3.933 4.242 -0.728 0.001
H 4.021 5.712 -1.629 0.000
H 4.448 2.545 -2.253 0.000
H 4.039 2.710 -3.938 0.000
C -0.126 -6.312 2.673 0.000
S -1.499 -5.369 1.962 0.000
C -1.282 -3.768 2.754 -0.001
C -1.432 -2.598 1.759 -0.002
C -0.103 -2.369 0.952 -0.006
N -0.041 -1.062 0.297 0.063
P 0.755 0.355 0.847 -0.113
C -0.033 1.021 2.340 -0.043
C -0.616 0.217 3.324 -0.003
C -1.681 0.705 4.045 0.000
C -2.093 2.032 3.939 0.001
C -1.365 2.909 3.137 0.006
C -0.322 2.460 2.336 0.073
C 2.495 -0.042 1.096 -0.012
C 3.094 0.102 2.416 -0.004
C 4.350 -0.377 2.677 0.003
C 5.218 -0.885 1.618 -0.007
C 4.646 -0.919 0.347 0.005
C 3.329 -0.510 0.087 0.003
P -0.703 -0.646 -1.212 -0.125
C -0.405 -2.037 -2.347 -0.022
C 0.787 -2.165 -3.047 0.007
C 0.996 -3.298 -3.863 0.001
C -0.005 -4.246 -3.945 -0.001
C -1.195 -4.086 -3.287 0.000
C -1.360 -3.065 -2.386 -0.007
C -2.479 -0.511 -1.054 -0.021
C -3.332 -0.838 -2.168 0.000
C -4.699 -0.711 -2.018 -0.001
C -5.267 -0.346 -0.778 0.007
C -4.433 0.065 0.266 0.014
C -3.064 -0.081 0.145 0.038
H -0.440 -7.364 2.745 0.000
H 0.044 -5.961 3.669 0.000
H 0.746 -6.218 2.061 0.000
H -0.340 -3.717 3.279 0.000
H -1.976 -3.677 3.574 0.000
H -1.699 -1.644 2.273 0.000
H -2.262 -2.859 1.069 0.000
H 0.004 -3.106 0.193 -0.001
H 0.780 -2.340 1.607 0.003
H -0.133 -0.721 3.597 0.001
H -2.215 0.076 4.761 0.000
H -2.988 2.375 4.429 0.000
H -1.666 4.006 3.154 0.000
H 0.288 3.150 1.791 -0.012
H 2.474 0.556 3.210 0.000
H 4.719 -0.300 3.725 0.000
H 6.244 -1.119 1.867 0.000
H 5.156 -1.461 -0.429 0.000
H 3.006 -0.578 -0.940 0.007
H 1.521 -1.333 -3.101 0.003
H 1.910 -3.417 -4.431 0.000
H 0.096 -5.063 -4.631 0.000
H -2.053 -4.724 -3.491 0.000
H -2.265 -3.017 -1.825 0.000
H -2.945 -1.127 -3.156 0.001
H -5.332 -0.833 -2.868 0.001
H -6.363 -0.331 -0.653 0.001
H -4.711 0.437 1.267 0.000
H -2.385 0.205 0.963 -0.022
C -2.024 5.021 -0.916 0.002
O -1.906 3.626 -0.548 -0.047
C -1.655 2.671 -1.486 -0.066
O -2.351 2.406 -2.440 -0.045
H -2.981 5.223 -1.441 -0.003
H -1.209 5.248 -1.642 0.003
H -1.879 5.606 0.023 -0.001
```